C33H48N8RbS3 | ωB97M-V/def2-TZVPD

Geometry as XYZ:
```
93
Properties=species:S:1:pos:R:3:forces:R:3:lowdin_charge:R:1
Rb -0.0088 0.1471 0.2386 0.07 0.10 0.06 0.59
C 0.3371 1.7241 3.6732 0.08 0.01 0.13 -0.10
C 1.4344 0.8289 3.5325 0.01 0.01 -0.18 -0.17
C 0.8788 -0.4836 3.3961 0.02 0.00 0.11 -0.19
C -0.5333 -0.3314 3.4530 0.08 -0.04 0.04 -0.11
C -0.8734 1.0130 3.6416 -0.06 -0.11 -0.11 -0.26
C -2.2636 1.5270 3.9694 0.05 -0.03 -0.05 -0.56
C -2.4837 1.4695 5.4894 0.01 0.01 0.04 -0.06
C -3.3368 0.6685 3.2948 -0.03 -0.02 -0.02 -0.05
C -2.4524 2.9740 3.5136 0.01 0.07 -0.01 -0.06
C 1.5144 -1.8856 3.3894 -0.03 0.07 -0.04 -0.52
C 0.4219 -2.9618 3.5004 -0.01 -0.03 0.02 -0.08
C 2.4209 -2.0873 4.6120 0.02 -0.03 0.07 -0.05
C 2.2824 -2.2363 2.1034 -0.01 0.04 -0.07 -0.05
C 2.8667 1.3667 3.6677 -0.08 -0.06 0.01 -0.53
C 3.9304 0.5795 2.8989 0.07 0.03 -0.07 -0.06
C 2.9539 2.8007 3.1187 0.00 0.03 -0.01 -0.07
C 3.2725 1.4292 5.1505 0.00 -0.01 0.06 -0.05
H 0.4332 2.7628 3.9683 -0.02 0.01 -0.08 0.09
H -1.2463 -1.1405 3.4071 -0.01 0.00 -0.04 0.09
H -2.3503 0.4485 5.8521 0.00 0.00 -0.01 0.08
H -3.4925 1.8072 5.7549 0.02 0.00 0.01 0.07
H -1.7569 2.1026 6.0044 -0.01 -0.01 -0.01 0.08
H -3.3119 -0.3595 3.6606 0.01 0.02 0.00 0.08
H -3.1943 0.6367 2.2124 -0.01 0.02 0.00 0.09
H -4.3339 1.0722 3.5004 0.01 -0.01 0.00 0.08
H -1.6964 3.6277 3.9567 0.00 -0.01 0.00 0.07
H -3.4361 3.3470 3.8180 0.02 -0.01 -0.01 0.08
H -2.3805 3.0526 2.4271 0.01 0.01 -0.04 0.07
H -0.1632 -2.8436 4.4136 0.02 0.00 0.01 0.09
H 0.8915 -3.9500 3.5169 -0.01 0.00 0.01 0.08
H -0.2642 -2.9337 2.6517 0.02 0.01 -0.01 0.08
H 1.8530 -1.8948 5.5254 0.00 -0.01 -0.01 0.09
H 3.2845 -1.4257 4.6193 -0.06 -0.04 0.00 0.04
H 2.7919 -3.1182 4.6460 0.00 0.01 0.00 0.08
H 1.6043 -2.2063 1.2482 -0.04 -0.02 -0.07 0.06
H 2.6720 -3.2592 2.1603 0.02 0.02 0.01 0.09
H 3.1165 -1.5728 1.8896 -0.04 0.00 0.01 0.05
H 3.6707 0.5099 1.8405 0.00 0.02 0.01 0.06
H 4.0801 -0.4308 3.2710 -0.01 0.07 -0.01 0.06
H 4.8915 1.0999 2.9753 0.00 -0.01 0.00 0.08
H 2.6642 2.8429 2.0661 0.05 -0.03 0.02 0.08
H 3.9820 3.1680 3.2051 -0.02 0.00 0.00 0.08
H 2.3135 3.4926 3.6663 0.02 -0.01 0.02 0.07
H 3.2606 0.4399 5.6099 -0.01 0.03 -0.01 0.06
H 2.5696 2.0571 5.7023 0.00 -0.01 -0.01 0.08
H 4.2779 1.8516 5.2659 -0.01 -0.01 0.00 0.08
C -2.6883 -5.6451 -2.6150 0.01 -0.08 0.05 -0.10
C -2.7112 -4.4630 -3.5764 0.00 0.06 0.02 -0.28
N -2.9330 -3.1931 -2.9126 -0.03 0.09 0.08 -0.06
C -1.9630 -2.5419 -2.1825 0.10 -0.21 0.06 -0.89
S -2.5281 -1.3184 -1.1168 0.02 -0.17 -0.25 0.42
N -0.7381 -3.0212 -2.4036 -0.15 0.35 0.18 -0.04
N 0.2721 -2.2994 -1.8420 -0.02 -0.26 -0.06 -0.01
C 1.4199 -2.8851 -1.8773 0.28 0.29 0.17 -0.30
C 1.6001 -4.2932 -2.3651 0.01 -0.07 -0.05 -0.04
C 2.6104 -2.0788 -1.4606 -0.28 -0.17 -0.09 -0.24
C 3.8561 -2.6702 -1.2481 0.12 0.00 0.05 -0.02
C 4.9324 -1.8853 -0.8699 0.01 -0.10 -0.02 -0.07
C 4.7573 -0.5226 -0.7168 -0.02 0.03 0.01 -0.08
C 3.4905 -0.0138 -0.9577 -0.10 -0.01 -0.02 -0.15
N 2.4507 -0.7543 -1.3234 -0.01 0.03 0.04 0.06
H -2.5136 -6.5844 -3.1468 0.00 0.03 -0.01 0.06
H -3.6346 -5.7322 -2.0761 0.00 0.02 -0.02 0.07
H -1.8930 -5.5090 -1.8816 -0.01 0.01 -0.01 0.06
H -3.4991 -4.5907 -4.3227 -0.04 -0.01 0.02 0.10
H -1.7638 -4.4034 -4.1074 0.02 0.01 -0.02 0.09
H -3.8592 -3.0008 -2.5660 0.00 0.00 -0.07 0.08
H 0.7007 -4.8651 -2.1515 -0.01 0.00 0.01 0.06
H 2.4550 -4.7881 -1.9096 -0.02 0.00 0.00 0.05
H 1.7386 -4.3172 -3.4513 0.00 0.02 0.01 0.09
H 3.9865 -3.7348 -1.3623 0.02 0.00 0.01 0.09
H 5.8986 -2.3417 -0.6916 0.00 0.00 0.00 0.10
H 5.5634 0.1302 -0.4116 0.00 0.00 0.00 0.10
H 3.2985 1.0500 -0.8490 -0.01 0.01 -0.02 0.11
N 0.1925 -0.4260 -4.1387 0.03 0.10 -0.10 0.10
C -0.6217 0.6364 -3.8377 0.09 -0.22 0.29 -0.71
N -0.4469 1.3816 -2.7908 -0.15 0.24 -0.13 0.08
C -1.4008 2.3783 -2.7505 0.24 0.12 0.37 -0.35
C -2.3012 2.3840 -3.7600 -0.10 -0.03 -0.04 -0.37
S -1.9556 1.0910 -4.8433 -0.10 -0.01 -0.15 1.02
C -1.3501 3.3428 -1.6332 0.21 -0.40 -0.12 -0.34
C -2.0091 4.5220 -1.5776 -0.07 0.08 -0.05 -0.37
S -1.6224 5.3336 -0.1069 -0.14 0.30 -0.10 1.02
C -0.5585 4.0367 0.3014 0.30 -0.21 0.28 -0.72
N -0.5269 3.0584 -0.5545 -0.17 0.26 -0.01 0.05
N 0.2153 4.0889 1.4305 -0.11 0.03 -0.30 0.10
H 0.6982 -0.7169 -3.3063 0.00 0.01 0.01 0.05
H -0.2869 -1.2146 -4.5481 -0.03 -0.02 0.03 0.08
H -3.1525 3.0277 -3.9025 0.01 0.00 0.00 0.07
H -2.6538 4.9636 -2.3181 -0.01 0.00 0.03 0.07
H -0.0361 4.7924 2.1042 -0.07 -0.03 0.06 0.09
H 0.4129 3.1883 1.8607 -0.02 -0.11 0.12 0.05
```
Forces are in eV/Å.

Calculated values
HOMO energy	-3.75	eV
total energy	-2943.09069	hartree
multiplicity	1
total charge	-1
energy relative to the best compared isomer or geometry (same formula, charge and spin)	0.000	eV

C35H25BrMnN3O6S | ωB97M-V/def2-TZVPD

Geometry as XYZ:
```
72
Properties=species:S:1:pos:R:3:forces:R:3:lowdin_spin:R:1
Mn 1.3851 0.7939 0.6530 0.52 -0.69 0.12 3.87
O 4.0792 3.9798 0.1182 0.08 -0.05 -0.02 0.01
C 3.1618 3.0757 0.4100 -0.50 0.14 0.30 0.02
O 3.2869 1.8791 0.2114 0.51 0.61 -0.16 0.05
C 1.9144 3.5945 1.0588 0.21 -0.57 -0.07 0.06
C 1.7036 4.8422 1.5334 -0.23 0.29 0.27 0.05
C 0.5153 5.0628 2.3060 0.28 0.25 -0.16 0.12
C -0.2963 4.0183 2.6366 -0.06 -0.32 0.10 0.01
C -0.0266 2.7237 2.1424 0.40 0.17 -0.18 0.19
N 1.0120 2.5913 1.2332 -0.43 0.38 -0.07 0.20
C -0.6222 1.4684 2.4986 -0.21 0.27 0.16 0.13
O -1.6525 1.3924 3.3553 -0.01 0.14 0.07 0.05
O -0.2130 0.3973 2.0219 -0.22 0.10 0.15 0.14
H 4.8672 3.5245 -0.2223 -0.05 0.03 0.01 0.00
H 2.4212 5.6307 1.3618 0.00 -0.01 0.02 0.00
H 0.2992 6.0533 2.6796 0.02 0.00 0.00 0.01
H -1.1355 4.1909 3.3004 0.00 0.01 -0.01 0.00
H -1.8411 2.2514 3.7549 -0.03 -0.05 -0.06 0.00
Br 1.4635 -4.4024 5.6987 0.02 0.01 -0.01 0.00
C 1.7724 -2.8947 4.6014 0.01 0.06 0.16 0.00
C 2.1271 -1.6662 5.1944 -0.02 -0.09 0.02 0.00
C 2.3398 -0.5522 4.4310 0.09 0.03 0.02 0.00
C 2.1937 -0.5909 3.0263 0.07 -0.05 -0.21 0.01
O 2.4110 0.4753 2.3224 -0.24 -0.11 -0.33 0.03
C 1.8419 -1.8381 2.4361 -0.14 -0.11 0.11 0.01
C 1.6934 -2.0124 1.0400 0.03 -0.16 0.04 0.01
N 1.6736 -1.0792 0.1341 -0.14 -0.20 -0.57 -0.03
C 1.6104 -1.3952 -1.2610 0.02 0.38 0.40 0.00
C 1.6196 -2.6476 -1.7952 0.05 -0.34 -0.27 0.00
C 1.5135 -2.8376 -3.1945 0.01 -0.10 0.24 0.00
C 1.4112 -1.7782 -4.0417 -0.01 0.17 -0.05 0.00
C 1.4200 -0.4611 -3.5194 -0.07 -0.02 -0.17 0.00
C 1.3038 0.6975 -4.3266 0.00 -0.16 -0.05 0.00
C 1.2920 1.9280 -3.7467 0.03 0.11 0.16 0.00
C 1.4079 2.0163 -2.3420 0.00 0.18 -0.13 0.01
N 1.5203 0.9717 -1.5725 0.01 -0.54 0.21 0.02
C 1.5222 -0.2751 -2.1334 0.00 0.17 0.22 0.00
C 1.6482 -2.9839 3.2520 -0.01 0.09 -0.17 0.00
H 2.2302 -1.6123 6.2703 0.00 0.00 0.00 0.00
H 2.6191 0.3893 4.8843 0.00 0.00 0.00 0.00
H 1.5881 -3.0438 0.7101 0.03 0.01 0.04 0.00
H 1.7027 -3.5239 -1.1671 0.01 0.01 -0.04 0.00
H 1.5124 -3.8461 -3.5853 0.01 -0.01 0.01 0.00
H 1.3243 -1.9264 -5.1102 0.01 0.02 -0.01 0.00
H 1.2206 0.5889 -5.4012 0.00 -0.02 0.01 0.00
H 1.1911 2.8299 -4.3332 0.03 0.01 0.01 0.00
H 1.3948 2.9861 -1.8543 -0.04 -0.02 0.00 0.00
H 1.3806 -3.9254 2.7882 0.00 0.01 -0.01 0.00
O -0.7823 0.8402 -0.5367 -0.02 0.13 -0.20 0.03
S -2.1926 0.4788 -0.1435 0.10 -0.13 0.19 0.00
C -3.0919 0.4350 -1.6817 -0.05 0.02 -0.05 0.00
C -4.4470 0.1309 -1.6608 0.03 0.01 -0.03 0.00
C -5.1474 0.1213 -2.8548 0.01 0.00 -0.01 0.00
C -4.4969 0.4195 -4.0483 -0.01 -0.01 0.03 0.00
C -3.1447 0.7238 -4.0503 0.02 0.01 0.04 0.00
C -2.4308 0.7376 -2.8570 -0.01 -0.01 -0.09 0.00
C -2.1600 -1.2712 0.1897 -0.07 -0.08 -0.10 0.00
C -2.6521 -1.7264 1.3994 0.06 -0.04 0.07 0.00
C -2.5775 -3.0846 1.6883 0.01 0.02 0.00 0.00
C -2.0154 -3.9580 0.7701 0.02 0.04 -0.03 0.00
C -1.5260 -3.4847 -0.4464 -0.02 -0.01 0.04 0.00
C -1.6006 -2.1356 -0.7439 -0.04 -0.03 0.02 0.00
H -4.9459 -0.1046 -0.7281 0.00 0.01 0.01 0.00
H -6.2028 -0.1148 -2.8565 0.00 0.00 0.00 0.00
H -5.0525 0.4199 -4.9764 0.00 -0.01 -0.01 0.00
H -2.6421 0.9584 -4.9797 0.00 0.00 0.00 0.00
H -1.3765 0.9815 -2.8274 -0.01 0.01 0.00 0.00
H -3.0662 -1.0291 2.1171 0.02 0.00 0.00 0.00
H -2.9505 -3.4552 2.6333 -0.01 0.00 0.00 0.00
H -1.9637 -5.0149 0.9963 0.00 -0.01 0.00 0.00
H -1.1039 -4.1731 -1.1678 -0.01 -0.01 0.00 0.00
H -1.2391 -1.7552 -1.6926 0.00 0.01 0.01 0.00
```
Forces are in eV/Å.

Calculated values
HOMO energy (spin up / spin down)	-8.85 / -10.32	eV
total energy	-6087.54974	hartree
multiplicity	6
total charge	+1
energy relative to the best compared isomer or geometry (same formula, charge and spin)	0.574	eV

BrF2NS | ωB97M-V/def2-TZVPD

Geometry as XYZ:
```
5
Properties=species:S:1:pos:R:3:forces:R:3:nbo_charge:R:1
N -0.2228 0.1524 -1.3996 1.62 0.43 5.08 -0.72
F 0.7204 -1.1297 0.8118 0.56 1.13 -0.52 -0.45
F -0.8862 0.2584 1.4524 1.18 1.00 -1.03 -0.47
S 0.4390 0.4216 0.4707 -3.52 -3.00 -3.30 1.46
Br 0.4044 1.6147 -2.3414 0.16 0.44 -0.23 0.17
```
Forces are in eV/Å.

Calculated values
HOMO energy (spin up / spin down)	-9.13 / -9.13	eV
total energy	-3226.52304	hartree
multiplicity	1
energy relative to the best compared isomer or geometry (same formula, charge and spin)	2.278	eV

C5H10N2O | ωB97M-V/def2-TZVPD

Geometry as XYZ:
```
18
Properties=species:S:1:pos:R:3:forces:R:3:nbo_charge:R:1
C -0.8273 -0.4821 1.7757 -0.65 -1.59 -0.98 -0.16
C -1.1203 -1.3969 1.0619 -0.09 -0.77 -1.37 -0.13
C 0.3286 1.2509 -1.7302 0.70 -0.05 -2.09 -0.37
C 1.4374 1.6136 0.8949 2.65 1.70 -1.72 -0.44
C -1.0261 -2.3858 -0.0042 -3.11 1.13 0.02 -0.14
N -0.1005 0.8790 -0.5816 -4.33 -1.77 -2.48 -0.18
N 0.2198 1.0660 0.5732 -0.66 0.52 4.35 -0.30
O -0.9660 -1.9004 -1.3301 1.00 1.17 0.03 -0.70
H -0.9045 0.0123 2.6367 0.21 2.18 2.66 0.20
H -0.0371 0.8057 -2.6302 -0.72 -0.28 -0.03 0.20
H 1.0469 1.9840 -1.8815 1.45 1.06 0.34 0.20
H 1.4669 2.7505 0.7421 0.18 -1.20 -0.25 0.19
H 1.7242 1.5124 1.9428 -0.29 -0.55 -0.09 0.21
H 2.2147 1.1068 0.1819 -0.60 1.06 1.18 0.18
H -1.8869 -3.0352 0.0294 -0.29 -0.34 -0.08 0.20
H -0.2174 -2.9181 0.2827 2.90 -2.17 0.37 0.19
H -1.0575 0.3179 -0.6758 2.08 0.91 0.68 0.41
H -0.2950 -1.1806 -1.2876 -0.43 -1.02 -0.55 0.46
```
Forces are in eV/Å.

Calculated values
HOMO energy	-7.90	eV
total energy	-381.02529	hartree
multiplicity	1
energy relative to the best compared isomer or geometry (same formula, charge and spin)	7.079	eV